Here is the molecule C19H23N3O from the OMol25 dataset. Energies are from ωB97M-V/def2-TZVPD.

Results
SMILES string ... CCN(CC)CC(=O)NN=C(c1ccccc1)c1ccccc1
ΔE to the lowest compared entry with this formula, charge and spin ... 153.07 kJ/mol

Geometry (Å):
1 H -2.46 1.97 2.01
2 H -1.11 2.04 0.87
3 C 1.24 3.57 -1.00
4 H 3.15 0.78 0.84
5 C -2.53 -1.59 1.70
6 H -2.31 -2.41 1.03
7 N -0.68 -1.55 -1.15
8 H 0.70 4.36 -1.51
9 C 3.75 -3.31 0.31
10 H -2.69 1.96 -1.03
11 C -2.86 -0.51 -1.32
12 H 2.69 4.90 -0.15
13 H -4.34 -1.06 0.64
14 H -4.06 1.81 0.07
15 H -1.60 -1.11 2.01
16 C 2.62 1.55 0.31
17 H 0.71 -2.15 1.22
18 C 2.54 -3.24 0.97
19 N -0.17 -0.32 -0.97
20 C 1.50 1.23 -0.46
21 H -3.03 -1.99 2.59
22 H -3.90 -0.80 -1.57
23 H 3.90 3.10 1.03
24 C 3.21 -1.32 -0.91
25 H 5.03 -2.41 -1.15
26 H -2.30 3.36 0.94
27 H -0.04 2.00 -1.71
28 C 1.98 -1.24 -0.25
29 C -3.43 -0.56 1.02
30 C 0.82 2.26 -1.12
31 C -2.99 1.58 -0.06
32 C 1.04 -0.15 -0.58
33 C 1.65 -2.21 0.69
34 C -2.01 -1.76 -1.39
35 H -0.08 -2.38 -1.09
36 C 4.08 -2.35 -0.63
37 H 3.46 -0.57 -1.65
38 H -2.49 0.16 -2.10
39 C 3.04 2.87 0.42
40 H 2.27 -3.98 1.71
41 H -3.75 0.17 1.77
42 N -2.74 0.15 -0.04
43 O -2.42 -2.88 -1.63
44 C 2.35 3.88 -0.23
45 H 4.44 -4.12 0.53
46 C -2.16 2.28 1.01

---

Here is the molecule C19H23N3O3S from the OMol25 dataset. Energies are from ωB97M-V/def2-TZVPD.

Results
SMILES string ... O=C(CCCCCSc1nc(C2(c3ccccc3)CC2)cc(=O)[nH]1)NO
ΔE to the lowest compared entry with this formula, charge and spin ... 675.16 kJ/mol

Geometry (Å):
1 H -2.84 -3.62 -2.22
2 N 0.54 1.75 -2.07
3 C -0.75 2.07 -1.78
4 C -1.25 -0.31 -1.51
5 H -1.98 -4.72 2.16
6 H -2.70 1.24 -0.88
7 C -3.44 -1.31 0.98
8 C -2.38 -2.61 -2.35
9 H 2.23 -1.60 -0.71
10 C 3.43 2.53 1.42
11 H 1.86 4.57 1.85
12 S 2.57 -0.07 -2.46
13 H 1.86 1.66 2.56
14 C -1.84 -3.01 0.80
15 C 0.93 0.41 -2.07
16 H 4.10 -0.94 0.88
17 H 3.80 -1.94 -1.23
18 H -1.05 -3.45 0.19
19 C 2.38 0.27 0.96
20 H 1.87 -0.57 1.50
21 H 4.38 2.14 1.02
22 O 0.80 5.02 0.13
23 C -1.72 1.00 -1.43
24 C -2.49 -1.96 0.27
25 C 3.09 -1.09 -1.03
26 H -3.56 -0.70 -2.65
27 H 1.66 0.76 0.33
28 N 1.63 4.24 0.97
29 N 0.03 -0.50 -1.78
30 H -4.63 -1.40 2.81
31 C -3.91 -1.92 2.19
32 O -1.05 3.25 -1.65
33 C 2.73 1.33 2.09
34 C 3.59 -0.28 0.13
35 C -2.10 -1.58 -1.17
36 H 0.13 4.46 -0.40
37 H -3.84 -3.60 3.49
38 C -3.44 -1.56 -1.97
39 H -4.43 -2.02 -1.78
40 C -3.38 -3.07 2.63
41 H 4.09 0.66 -0.24
42 H 1.23 2.42 -1.70
43 H -3.99 -0.41 0.60
44 C -2.32 -3.66 1.90
45 H -2.08 -2.43 -3.45
46 H 3.48 0.98 2.73
47 O 2.55 3.18 -0.78
48 C 2.51 3.27 0.43
49 H 3.69 3.12 2.27

---

The lowest ΔE to the lowest compared entry with this formula, charge and spin belongs to which entry? C19H23N3O